(1)
49
Properties=species:S:1:pos:R:3:lowdin_charge:R:1 method="wB97M-V/def2-TZVPD" lumo_ev=0.35 homo_lumo_gap_ev=8.41
O -4.26308 0.54983 0.84114 0.056
C -3.43808 0.28664 -0.02476 -0.507
C -3.77391 0.58992 -1.46155 -0.328
S -2.28510 0.15444 -2.47057 0.936
C -1.33048 -0.35068 -0.98737 -0.503
C -0.05897 0.45308 -0.96997 -0.197
C 0.01442 1.80749 -0.88572 0.001
N 1.35097 2.19372 -0.92533 -0.046
C 1.84166 3.50443 -0.94591 -0.183
C 3.17369 3.76185 -1.35522 -0.023
C 3.68550 5.04364 -1.35094 -0.091
C 2.89363 6.13730 -0.94843 -0.084
C 1.57199 5.89542 -0.53845 -0.091
C 1.07318 4.60414 -0.53751 -0.038
N 2.11547 1.03000 -1.00226 0.152
C 1.32314 -0.01126 -0.99439 -0.245
C 1.84922 -1.38879 -1.07649 -0.427
C 3.20172 -1.70686 -0.87765 -0.106
C 3.49290 -3.13974 -1.00349 -0.179
C 2.39564 -3.82045 -1.42715 -0.399
S 0.90558 -2.84020 -1.48782 1.011
N -2.15725 -0.12809 0.20205 -0.036
C -1.64500 -0.57467 1.48201 -0.058
C -2.15416 -1.99819 1.82717 -0.299
C -1.49402 -2.61370 3.06376 -0.137
C -1.86292 -4.10210 2.92302 -0.160
C -1.95438 -4.32485 1.39588 -0.171
O -1.99018 -3.01041 0.80704 -0.122
H -3.88871 1.67754 -1.60016 0.086
H -4.65245 0.03699 -1.82572 0.090
H -1.09599 -1.39332 -0.98081 0.036
H -0.84408 2.46047 -0.86638 0.131
H 3.82813 2.96046 -1.72213 0.112
H 4.70790 5.25286 -1.63878 0.101
H 3.32448 7.14427 -0.89240 0.103
H 0.95075 6.69366 -0.15911 0.101
H 0.07661 4.49414 -0.08081 0.113
H 3.95941 -0.92731 -0.71466 0.109
H 4.49352 -3.60718 -0.90110 0.110
H 2.45651 -4.83512 -1.80198 0.063
H -1.94090 0.08707 2.28554 0.137
H -0.54848 -0.65753 1.51629 0.138
H -3.21616 -1.88942 2.00765 0.144
H -1.86716 -2.18641 3.99682 0.117
H -0.37772 -2.50075 3.07762 0.132
H -1.09054 -4.75162 3.40416 0.117
H -2.84725 -4.31909 3.38581 0.113
H -1.05833 -4.85672 1.06818 0.113
H -2.85071 -4.88492 1.17087 0.110

---

(2)
49
Properties=species:S:1:pos:R:3:lowdin_charge:R:1 method="wB97M-V/def2-TZVPD" lumo_ev=0.49 homo_lumo_gap_ev=8.15
C 0.64104 1.92693 5.00516 -0.089
O 0.48967 2.20781 3.63867 -0.070
C 1.07464 1.36537 2.73794 -0.222
C 1.79873 0.23240 3.05841 -0.028
C 2.34339 -0.56394 2.05884 -0.055
C 2.18676 -0.22995 0.72781 -0.235
C 2.77359 -1.07839 -0.36208 -0.118
C 1.76406 -2.08454 -0.93544 -0.112
N 0.65062 -1.45313 -1.60636 0.037
C 0.79611 -0.71328 -2.74459 -0.396
O 1.85087 -0.43011 -3.26938 0.096
C -0.57705 -0.37971 -3.19181 -0.069
C -1.00403 0.35320 -4.28369 0.003
C -2.36993 0.47725 -4.48762 -0.070
C -3.27632 -0.11799 -3.62203 -0.063
C -2.84635 -0.84933 -2.52225 -0.003
C -1.48871 -0.97043 -2.32304 -0.092
C -0.74131 -1.68032 -1.21771 -0.359
O -1.00623 -3.05981 -1.10784 0.059
C -1.08636 -1.06335 0.10348 -0.268
N -1.64202 0.11017 0.26167 0.140
C -1.82023 0.26112 1.59888 -0.130
C -1.36935 -0.84634 2.25656 -0.080
N -0.89941 -1.68683 1.29118 0.143
C 1.45483 0.90860 0.39960 0.032
C 0.88966 1.70485 1.37856 -0.216
O 0.15259 2.82060 1.14443 -0.064
C -0.25110 3.07825 -0.18083 -0.078
H 1.69415 1.93429 5.30712 0.097
H 0.19578 0.96182 5.27241 0.091
H 0.11268 2.72174 5.52956 0.094
H 1.94780 -0.04980 4.08878 0.102
H 2.90543 -1.44483 2.33424 0.109
H 3.11832 -0.44981 -1.18357 0.111
H 3.62296 -1.64565 0.02261 0.118
H 1.35786 -2.71749 -0.14371 0.120
H 2.28769 -2.72009 -1.66065 0.133
H -0.28616 0.80915 -4.94744 0.120
H -2.73475 1.04469 -5.33085 0.104
H -4.33505 -0.00803 -3.80346 0.104
H -3.54902 -1.30519 -1.84270 0.123
H -0.93232 -3.46617 -1.97981 0.125
H -2.25175 1.15731 1.99434 0.111
H -1.34292 -1.09996 3.29553 0.111
H -0.52681 -2.61251 1.42072 0.158
H 1.33449 1.16244 -0.64111 0.115
H -0.90596 3.94615 -0.12146 0.095
H 0.60259 3.31595 -0.82438 0.095
H -0.80315 2.22687 -0.59272 0.074

---

(3)
50
Properties=species:S:1:pos:R:3:lowdin_charge:R:1 method="wB97M-V/def2-TZVPD" lumo_ev=0.20 homo_lumo_gap_ev=8.35
C 3.57413 2.48164 0.97287 -0.038
C 2.20018 2.45485 0.37958 -0.267
C 1.08971 2.14433 1.15769 -0.033
C -0.17430 2.11095 0.59685 -0.056
C -0.32581 2.38900 -0.74739 -0.285
S -1.95321 2.26381 -1.46222 0.696
O -1.93551 2.76650 -2.80662 -0.278
O -2.92943 2.78513 -0.55092 -0.282
N -2.15261 0.58219 -1.46371 -0.238
C -1.29033 -0.07484 -2.42072 -0.095
C 0.07454 -0.37858 -1.80008 -0.450
O 1.11632 -0.24218 -2.40278 0.078
N -0.04287 -0.82523 -0.51931 0.065
N 0.89448 -1.00480 0.43834 0.099
C 2.14542 -0.88102 0.20667 -0.072
C 3.07339 -1.02371 1.28908 -0.269
C 2.89149 -1.26599 2.63233 -0.013
C 4.17571 -1.26787 3.21058 -0.059
C 5.04715 -1.02747 2.18795 -0.120
O 4.39443 -0.87890 1.02948 0.036
C -3.51792 0.09373 -1.35461 -0.150
C -3.51516 -1.21905 -0.62013 -0.224
C -3.87470 -2.40268 -1.24825 -0.041
C -3.80400 -3.60746 -0.56790 -0.075
C -3.36147 -3.64078 0.74275 -0.082
C -2.99963 -2.46380 1.37819 -0.071
C -3.07707 -1.26014 0.70086 -0.059
C 0.75944 2.71371 -1.53768 -0.048
C 2.01971 2.74613 -0.96994 -0.020
H 3.97702 3.49335 0.94216 0.087
H 3.56105 2.14380 2.00591 0.079
H 4.24388 1.84100 0.40214 0.081
H 1.21788 1.91589 2.20512 0.118
H -1.04784 1.87726 1.18385 0.115
H -1.13604 0.55729 -3.30328 0.129
H -1.74013 -1.01893 -2.74075 0.140
H -0.98564 -0.90001 -0.14467 0.104
H 2.57593 -0.64922 -0.76341 0.126
H 1.95080 -1.42107 3.11674 0.109
H 4.42299 -1.42523 4.24043 0.101
H 6.11591 -0.94352 2.16505 0.121
H -4.05531 0.85624 -0.78647 0.119
H -3.98897 -0.00723 -2.34100 0.134
H -4.22091 -2.38247 -2.27202 0.113
H -4.09181 -4.52167 -1.06537 0.104
H -3.30241 -4.58090 1.27006 0.103
H -2.65903 -2.48449 2.40244 0.106
H -2.81707 -0.33488 1.19522 0.120
H 0.60147 2.92907 -2.58216 0.121
H 2.87615 2.98825 -1.58093 0.122

---

(4)
51
Properties=species:S:1:pos:R:3:mulliken_spin:R:1 method="wB97M-V/def2-TZVPD" lumo_ev="-4.09 / -3.79" multiplicity=2 s2=0.757 homo_lumo_gap_ev="5.99 / 6.09" total_charge=+1
Re 0.05992 0.23670 -0.14100 0.956
O 1.36939 -0.14474 -1.70571 -0.022
C 2.50403 0.46634 -1.82232 0.020
C 3.61094 -0.22007 -2.37297 -0.001
C 4.82886 0.39275 -2.51466 0.008
C 5.00886 1.73878 -2.16369 -0.006
C 3.94650 2.45320 -1.68126 0.005
C 2.69036 1.84873 -1.47927 -0.005
C 1.58077 2.65036 -1.10042 0.022
N 0.47729 2.18393 -0.60377 -0.020
C -0.74431 2.97887 -0.61358 -0.002
C -1.72719 2.22101 -1.51955 -0.004
N -1.61632 0.79275 -1.21276 -0.016
C -2.50010 -0.01447 -1.70161 0.010
C -2.54626 -1.42956 -1.53972 0.000
C -3.52283 -2.13392 -2.27190 0.001
C -3.63265 -3.49691 -2.20519 -0.004
C -2.79839 -4.20519 -1.33296 0.003
C -1.85801 -3.55286 -0.57590 -0.004
C -1.65374 -2.16102 -0.69173 0.018
O -0.67636 -1.61716 -0.02475 -0.002
H 3.46768 -1.25406 -2.65265 0.000
H 5.66407 -0.17123 -2.90692 0.000
H 5.97502 2.20562 -2.28313 0.000
H 4.05926 3.49813 -1.42463 0.000
H 1.64965 3.71937 -1.30367 0.000
H -0.57670 3.99305 -0.98077 -0.001
H -1.14180 3.00646 0.40361 0.000
H -1.45476 2.38012 -2.56777 0.001
H -2.74829 2.57756 -1.36631 -0.001
H -3.29444 0.41835 -2.31142 0.000
H -4.18549 -1.56632 -2.91209 0.000
H -4.35919 -4.01971 -2.80856 0.000
H -2.89549 -5.27912 -1.25787 0.000
H -1.22098 -4.08483 0.11690 -0.002
S 2.10654 -0.37645 1.16770 0.057
C 1.34549 -0.65230 2.66730 0.001
N 1.26732 0.38859 3.54743 0.001
C 0.65983 0.27482 4.73741 -0.001
C 0.12170 -0.92905 5.09828 -0.001
C 0.27680 -1.98215 4.18264 0.001
N 0.86817 -1.84186 3.01806 -0.001
H 1.64894 1.27306 3.23455 -0.002
H 0.63924 1.14822 5.37239 0.000
H -0.36877 -1.06367 6.04767 0.000
H -0.08176 -2.97818 4.41362 0.000
C -2.08805 0.45164 2.01661 0.005
O -0.80217 0.80465 1.60491 -0.017
H -2.27354 0.88596 3.00627 0.000
H -2.20026 -0.63889 2.08661 -0.001
H -2.85878 0.82469 1.32853 0.000

---

Computed strongest force on any atom, in the same sequence as the records: 3.5 0.6 1.6 2.7 eV Å⁻¹.
Computed energy relative to the best compared isomer or geometry (same formula, charge and spin), in the same sequence as the records: 67.6 48.2 69.0 31.1 kcal/mol.